# 1
A molecular structure, C20H21BrN7O6Y, computed with the ωB97M-V functional and the def2-TZVPD basis.

The geometry in XYZ format:
```
56
Properties=species:S:1:pos:R:3:nbo_charge:R:1
Y -0.519 0.764 -1.003 2.258
N 0.000 4.063 1.168 -0.635
N -1.350 4.372 0.972 -0.390
C -2.010 3.977 -0.118 0.648
N -3.283 4.317 -0.232 -0.734
N -1.289 3.180 -0.969 -0.528
N -1.841 2.899 -2.184 0.633
O -1.146 2.011 -2.770 -0.532
O -2.843 3.346 -2.650 -0.293
H 0.109 3.644 2.085 0.385
H 0.541 4.921 1.123 0.383
H -1.851 4.890 1.682 0.404
H -3.704 4.932 0.448 0.428
H -3.789 4.124 -1.080 0.454
O 6.620 -0.012 -0.313 -0.714
C 6.082 1.286 -0.293 -0.102
C 4.586 1.185 -0.373 0.073
C 3.813 2.343 -0.445 -0.184
C 2.444 2.227 -0.517 0.044
N 1.828 1.031 -0.532 -0.624
C 2.565 -0.091 -0.468 0.205
C 3.947 -0.046 -0.385 -0.223
C 1.830 -1.396 -0.564 0.196
C 2.435 -2.589 -0.214 -0.226
C 1.755 -3.782 -0.424 0.080
C 2.404 -5.109 -0.108 -0.106
O 3.644 -4.961 0.537 -0.701
C 0.478 -3.734 -0.974 -0.228
C -0.089 -2.509 -1.253 0.075
N 0.572 -1.356 -1.047 -0.621
H 7.582 0.033 -0.306 0.499
H 6.434 1.893 -1.135 0.203
H 6.333 1.821 0.631 0.202
H 4.268 3.324 -0.451 0.236
H 1.800 3.097 -0.554 0.221
H 4.536 -0.949 -0.362 0.267
H 3.429 -2.623 0.205 0.261
H 2.578 -5.622 -1.059 0.220
H 1.706 -5.727 0.463 0.206
H 3.542 -5.116 1.481 0.488
H -0.085 -4.636 -1.176 0.248
H -1.089 -2.423 -1.657 0.234
Br -2.853 -0.183 3.415 0.108
C -4.022 -0.887 2.109 -0.042
C -5.150 -1.525 2.607 -0.243
C -6.072 -2.099 1.746 -0.131
C -5.880 -2.053 0.372 -0.217
C -4.756 -1.428 -0.127 -0.141
C -3.816 -0.833 0.724 -0.201
C -2.670 -0.180 0.073 0.779
O -1.847 0.559 0.732 -0.801
O -2.474 -0.334 -1.181 -0.787
H -5.302 -1.572 3.676 0.246
H -6.942 -2.585 2.167 0.240
H -6.599 -2.500 -0.300 0.240
H -4.588 -1.380 -1.193 0.240
```

Summary:
ΔE to the lowest compared entry with this formula, charge and spin ... 0.107 eV
Maximum force ... 0.882 eV Å⁻¹
Net charge ... +2

=====

# 2
2 unconnected molecules or ions with the total composition H3N3O3 in a non-equilibrium geometry, computed with the ωB97M-V functional and the def2-TZVPD basis.

The geometry in XYZ format:
```
9
Properties=species:S:1:pos:R:3:nbo_charge:R:1
N -0.684 0.374 1.950 -0.318
N 0.399 0.667 1.709 -0.230
N 0.276 -0.346 -1.964 0.732
O 0.529 -0.189 -3.120 -0.314
O -0.673 -0.891 -1.500 -0.350
O 1.443 0.042 -1.091 -0.600
H -1.166 -0.634 1.628 0.267
H -1.410 0.940 2.496 0.308
H 1.286 0.038 -0.108 0.505
```

Summary:
ΔE to the lowest compared entry with this formula, charge and spin ... 5.284 eV
Maximum force ... 6.875 eV Å⁻¹
Net charge ... 0

=====

# 3
2 unconnected molecules or ions with the total composition C23H22N3O in a non-equilibrium geometry, computed with the ωB97M-V functional and the def2-TZVPD basis.

The geometry in XYZ format:
```
49
Properties=species:S:1:pos:R:3:nbo_charge:R:1
C 4.374 0.287 2.461 -0.420
N 2.980 -0.124 2.464 -0.285
C 1.906 0.709 2.406 0.155
C 0.707 -0.042 2.508 -0.099
C -0.571 0.501 2.527 0.063
C -1.778 -0.267 2.480 -0.184
C -1.940 -1.333 1.553 -0.164
C -3.097 -2.109 1.547 -0.212
C -4.118 -1.854 2.478 -0.144
C -4.001 -0.776 3.373 -0.234
C -2.876 0.044 3.331 -0.086
C 1.129 -1.444 2.659 -0.120
C 0.482 -2.641 2.911 -0.167
C 1.226 -3.827 3.041 -0.193
C 2.623 -3.804 2.951 -0.175
C 3.309 -2.599 2.735 -0.245
C 2.547 -1.448 2.604 0.199
H 5.000 -0.606 2.544 0.235
H 4.624 0.821 1.531 0.237
H 4.576 0.955 3.313 0.236
H 2.004 1.782 2.300 0.240
H -0.643 1.583 2.661 0.248
H -1.124 -1.556 0.856 0.231
H -3.195 -2.923 0.824 0.236
H -5.000 -2.499 2.502 0.236
H -4.791 -0.595 4.109 0.239
H -2.781 0.884 4.028 0.224
H -0.598 -2.667 3.004 0.235
H 0.713 -4.774 3.216 0.236
H 3.180 -4.735 3.063 0.238
H 4.397 -2.565 2.675 0.231
C -6.827 6.807 -0.191 -0.191
C -5.881 7.816 0.066 -0.205
C -4.646 7.495 0.658 -0.166
C -4.335 6.152 0.969 -0.143
C -3.008 5.796 1.606 0.639
N -2.568 4.492 1.471 -0.471
N -1.419 4.006 2.156 -0.676
O -2.348 6.617 2.247 -0.620
C -5.298 5.163 0.736 -0.205
C -6.534 5.479 0.149 -0.201
H -7.795 7.057 -0.632 0.225
H -6.122 8.852 -0.184 0.226
H -3.930 8.292 0.878 0.242
H -3.016 3.814 0.869 0.394
H -0.620 4.001 1.509 0.346
H -1.230 4.679 2.904 0.392
H -5.101 4.131 1.034 0.204
H -7.268 4.690 -0.024 0.219
```

Summary:
ΔE to the lowest compared entry with this formula, charge and spin ... 1.623 eV
Maximum force ... 2.368 eV Å⁻¹
Net charge ... +1

=====

| no. | HOMO-LUMO gap (hartree) |
| --- | --- |
| 1 | 0.268 |
| 2 | 0.344 |
| 3 | 0.226 |